Entry 1:
C16H17NO | ωB97M-V/def2-TZVPD

```
35
Properties=species:S:1:pos:R:3
C -1.0008 0.6290 -1.5928
C -2.4067 -0.7958 0.0433
C -1.4521 -0.6234 -0.9397
C -1.7584 -2.8647 -0.6846
C -0.9750 -1.8903 -1.3523
C -1.6237 -4.2280 -0.8935
C 0.0717 -2.3299 -2.2266
C -0.4317 -4.6292 -1.5890
C 0.3650 -3.7060 -2.2444
N -2.7148 -2.1923 0.0799
H -3.0284 -0.0842 0.5558
H -2.8291 -2.5732 1.0075
H -1.0925 1.5386 -0.9832
H -1.4963 0.8916 -2.5420
H -2.3331 -4.9433 -0.5013
H 0.7234 -1.6574 -2.7775
H -0.2129 -5.6910 -1.5497
H 1.1159 -4.1159 -2.9189
H 0.0621 0.6937 -1.8326
C 0.4442 4.0881 3.0708
C 2.0379 1.2291 0.2098
C 1.5193 0.8312 1.4509
C 2.0474 2.5728 -0.1020
C 0.9397 1.7654 2.2849
C 1.5791 3.4833 0.8355
C 0.9839 3.1473 2.0387
O 2.5138 0.3106 -0.6573
H 1.4187 -0.2076 1.7524
H 2.3122 -0.6070 -0.4270
H 2.3788 2.8901 -1.0805
H 0.3913 1.3821 3.1433
H 1.5078 4.5161 0.4961
H 1.1954 4.4176 3.7965
H -0.4416 3.7327 3.5664
H 0.1895 5.0197 2.5630
```

Computed properties:
HOMO-LUMO gap (spin up / spin down)   0.0916 / 0.2196 hartree
Expectation value of S²   0.77
Strongest force on any atom   1.775 eV Å⁻¹
LUMO (spin up / spin down)   2.9 / 2.9 eV
Spin multiplicity   2
E_HOMO (spin up / spin down)   0.4 / -3.1 eV
Net charge   -1

=====

Entry 2:
C28H47BF17O13P2Si | ωB97M-V/def2-TZVPD

```
109
Properties=species:S:1:pos:R:3
C -2.6035 2.6858 -3.2571
C -2.0940 3.0939 -1.7914
O -2.3884 4.1834 -1.2483
O -1.2331 2.1442 -1.1342
C 0.1372 2.6777 -1.2936
C 0.7518 3.1580 0.0988
C 1.3206 1.9858 1.0373
C 1.9297 0.7382 0.2463
C 3.3766 0.8928 -0.4910
O 4.1116 -0.3160 -0.1819
B 3.6604 -0.7677 1.1896
C 3.9643 -2.3800 1.1907
C 2.9827 -3.2021 0.2071
O 1.9276 -3.7959 1.0115
Si 2.3383 -5.3856 1.5447
C 3.8117 -5.4780 2.7580
C 0.7937 -6.0555 2.4831
C 2.7068 -6.5501 0.0591
C 4.8086 -0.0888 2.1650
C 4.2545 0.6583 3.4738
C 4.2546 -0.2097 4.8104
F 4.5482 0.7140 5.8864
F 5.3628 -1.1306 4.8257
C 2.9455 -1.0887 5.0720
F 3.2695 -2.4519 4.7743
F 1.9311 -0.7636 4.1181
C 2.2474 -0.9059 6.4977
F 1.0144 -1.6335 6.4100
F 1.8392 0.4495 6.7095
C 3.1274 -1.3062 7.7698
F 4.3121 -1.9897 7.3815
F 3.5932 -0.1352 8.4527
C 2.3071 -2.1212 8.9078
F 2.1011 -3.4164 8.3480
F 1.0735 -1.4768 9.2278
C 3.0884 -2.2337 10.3057
F 2.7580 -1.0426 11.0312
F 4.4892 -2.2331 10.1998
C 2.6844 -3.4935 11.2034
F 3.3725 -3.3616 12.4481
F 3.1752 -4.7146 10.6505
C 1.1277 -3.6707 11.5026
F 0.4510 -2.5027 11.8650
F 1.0378 -4.5406 12.6331
F 0.3930 -4.2906 10.4877
O 2.2841 -0.2741 1.2112
H -2.0355 1.7656 -3.6365
H -2.3338 3.5401 -3.9750
H -3.7292 2.5392 -3.2092
H 0.7939 1.9715 -1.8967
H 0.0256 3.6301 -1.9397
H -0.1160 3.6509 0.6784
H 1.5283 3.9878 -0.0467
H 2.1132 2.4391 1.7438
H 0.4668 1.6541 1.7376
H 1.0653 0.2663 -0.3322
H 3.0636 1.0464 -1.5844
H 3.8139 1.8871 -0.1364
H 3.9660 -2.7583 2.2683
H 5.0522 -2.5014 0.8146
H 2.5804 -2.4239 -0.5437
H 3.6100 -3.9657 -0.3662
H 4.7608 -5.0638 2.2658
H 4.0059 -6.5853 3.0214
H 3.6300 -4.9539 3.7641
H -0.1615 -5.8193 1.9095
H 0.9341 -7.2004 2.5328
H 0.7869 -5.6589 3.5587
H 1.8217 -7.2780 -0.0156
H 2.8296 -5.9341 -0.8939
H 3.6963 -7.0789 0.2985
H 5.6045 -0.8794 2.3605
H 5.3282 0.7261 1.5301
H 3.2463 1.1743 3.2578
H 4.9811 1.5342 3.6752
C -1.1692 -0.3641 -8.4461
O -1.2759 0.8075 -9.2483
P -1.3188 2.2114 -8.4778
O -1.1826 2.1334 -7.0048
O -2.6836 2.8706 -8.9940
C -3.8799 2.1486 -8.7367
O -0.1978 3.0649 -9.2275
C 0.3398 4.1822 -8.5300
H -1.3060 -1.2351 -9.0869
H -0.1819 -0.4111 -7.9833
H -1.9420 -0.3728 -7.6746
H -3.8827 1.7415 -7.7225
H -3.9798 1.3358 -9.4596
H -4.7298 2.8220 -8.8487
H 1.1353 3.8422 -7.8644
H -0.4288 4.6982 -7.9509
H 0.7611 4.8782 -9.2563
C -9.8669 2.8735 -6.9481
O -9.4232 3.9654 -6.1511
P -7.9334 3.8776 -5.5664
O -7.1578 2.6827 -5.9761
O -8.1511 4.0317 -3.9881
C -8.9692 3.0584 -3.3555
O -7.3017 5.2817 -5.9847
C -5.8813 5.3673 -6.0242
H -10.9322 2.9983 -7.1425
H -9.3285 2.8610 -7.8975
H -9.7157 1.9281 -6.4227
H -8.7424 2.0546 -3.7238
H -10.0211 3.2885 -3.5396
H -8.7868 3.0900 -2.2813
H -5.5247 4.9936 -6.9861
H -5.4245 4.7943 -5.2148
H -5.5911 6.4136 -5.9231
```

Computed properties:
HOMO-LUMO gap   0.2284 hartree
Strongest force on any atom   4.529 eV Å⁻¹
LUMO   1.7 eV
Spin multiplicity   1
E_HOMO   -4.5 eV
Net charge   -1

=====

Entry 3:
C33H53BIrN10S3Si | ωB97M-V/def2-TZVPD

```
102
Properties=species:S:1:pos:R:3
Ir -0.7146 0.4492 0.0798
C 3.6168 -1.1007 -4.7236
C 2.9103 0.0650 -4.0195
C 3.6555 1.3791 -4.2619
C 1.5040 0.1863 -4.5906
N 2.9272 -0.2461 -2.5779
C 4.1294 -0.3923 -1.9263
C 3.8906 -0.9961 -0.7449
N 2.5492 -1.2479 -0.6423
B 2.0854 -2.3533 0.3483
N 0.9200 -3.1306 -0.2815
C 1.1874 -4.1001 -1.2063
C 0.0167 -4.5264 -1.7200
N -0.9912 -3.8085 -1.1242
C -0.4163 -2.9619 -0.2351
S -1.1740 -1.9573 0.9230
C -2.3719 -3.9809 -1.5969
C -3.3150 -2.9678 -0.9670
C -2.8161 -5.4041 -1.2508
C -2.3833 -3.7695 -3.1178
N 1.7639 -1.8907 1.7754
C 1.7707 -2.7957 2.7986
C 1.5753 -2.1263 3.9543
N 1.4766 -0.7884 3.6573
C 1.5648 -0.6721 2.3075
S 1.5136 0.7352 1.3505
C 1.1347 0.1940 4.7017
C 1.4411 1.6278 4.2784
C 1.9387 -0.1363 5.9668
C -0.3682 0.0479 4.9470
C 1.9670 -0.7426 -1.7515
S 0.2860 -0.6282 -1.9996
H 3.6021 -0.9358 -5.7966
H 3.1001 -2.0342 -4.5077
H 4.6507 -1.1970 -4.4035
H 3.6070 1.6232 -5.3195
H 4.7023 1.3134 -3.9855
H 3.1929 2.1864 -3.7020
H 1.5774 0.4004 -5.6527
H 0.9552 0.9935 -4.1194
H 0.9477 -0.7381 -4.4741
H 5.0584 -0.0646 -2.3422
H 4.5657 -1.2848 0.0325
H 2.9949 -3.1127 0.4465
H 2.1879 -4.4184 -1.4081
H -0.1745 -5.2893 -2.4427
H -3.3629 -3.0930 0.1108
H -4.3101 -3.1134 -1.3778
H -2.9842 -1.9594 -1.2002
H -2.8105 -5.5499 -0.1732
H -2.1670 -6.1485 -1.7060
H -3.8259 -5.5656 -1.6168
H -1.9225 -2.8175 -3.3705
H -3.4107 -3.7556 -3.4698
H -1.8640 -4.5632 -3.6468
H 1.9144 -3.8411 2.6266
H 1.4906 -2.5037 4.9508
H 2.4949 1.7511 4.0352
H 1.1917 2.2926 5.1026
H 0.8454 1.9277 3.4196
H 2.9752 -0.3538 5.7191
H 1.5124 -0.9838 6.4947
H 1.9257 0.7133 6.6442
H -0.8992 0.3138 4.0390
H -0.6907 0.7042 5.7499
H -0.6220 -0.9769 5.2049
C -3.3209 0.3560 3.0981
C -2.5596 1.6146 2.8230
C -2.6114 2.6964 3.6956
C -1.8974 3.8488 3.3746
C -1.2083 3.9237 2.1881
C -1.1888 2.7954 1.3422
N -1.8392 1.6619 1.7096
N -0.5483 2.6852 0.1813
Si 0.3839 3.9059 -0.6186
C 0.8182 3.1259 -2.2975
C 1.9777 4.3768 0.3268
C -0.6638 5.4827 -0.8989
H -3.6536 0.3221 4.1331
H -2.7212 -0.5212 2.8666
H -4.1984 0.3248 2.4545
H -3.1713 2.6239 4.6154
H -1.8862 4.6812 4.0617
H -0.6777 4.8137 1.8976
H 1.3394 2.1866 -2.1529
H 1.4585 3.7826 -2.8744
H -0.0657 2.9305 -2.8956
H 2.6840 3.5519 0.3590
H 1.7520 4.6567 1.3521
H 2.4656 5.2236 -0.1478
H -1.6699 5.3672 -0.5099
H -0.7306 5.6976 -1.9591
H -0.2085 6.3405 -0.4150
N -4.2666 1.6711 -2.2492
C -4.9296 0.9366 -1.3104
C -3.9672 0.2942 -0.5921
N -2.7391 0.6227 -1.0829
C -2.9520 1.4519 -2.0752
H -4.6847 2.2779 -2.9350
H -5.9943 0.9168 -1.2249
H -4.0668 -0.3890 0.2246
H -2.1806 1.8825 -2.6762
```

Computed properties:
HOMO-LUMO gap   0.2686 hartree
Strongest force on any atom   2.412 eV Å⁻¹
LUMO   -2.4 eV
Spin multiplicity   1
E_HOMO   -9.7 eV
Net charge   +1

=====

Entry 4:
C3H4O2 | ωB97M-V/def2-TZVPD

```
9
Properties=species:S:1:pos:R:3
O 2.2316 0.4458 0.3146
C 1.2149 -0.3200 0.3245
C -0.1274 0.3646 0.3231
C -1.2052 -0.1565 -0.5394
O -1.2488 -0.3206 0.8597
H 2.1806 -0.9317 0.2790
H -0.0763 1.4482 0.5235
H -1.9055 0.5616 -0.9688
H -1.0287 -1.0637 -1.1195
```

Computed properties:
HOMO-LUMO gap   0.3641 hartree
Strongest force on any atom   3.717 eV Å⁻¹
LUMO   0.6 eV
Spin multiplicity   1
E_HOMO   -9.3 eV
SMILES   O=C[C@H]1CO1
Net charge   0

=====

Entry 5:
C3H4BrNS | ωB97M-V/def2-TZVPD

```
10
Properties=species:S:1:pos:R:3
C -0.4680 1.9256 0.1246
C 1.3250 -0.6281 0.4108
C -1.2374 -0.5305 -0.4877
N -0.1564 3.0447 0.1064
S -0.3435 -1.2311 0.7616
Br -3.0811 -0.5268 -0.2256
H 1.5394 -0.5052 -0.6290
H 2.0901 -1.3623 0.5789
H 1.4504 0.2443 0.9433
H -1.1184 -0.4305 -1.5832
```

Computed properties:
HOMO-LUMO gap (spin up / spin down)   0.3059 / 0.2223 hartree
Expectation value of S²   2.02
Strongest force on any atom   2.165 eV Å⁻¹
LUMO (spin up / spin down)   0.5 / -4.0 eV
Spin multiplicity   3
E_HOMO (spin up / spin down)   -7.8 / -10.1 eV
Net charge   0

=====

Entry 6:
C3H6CsO4 | ωB97M-V/def2-TZVPD

```
14
Properties=species:S:1:pos:R:3
H -5.4203 -2.6304 -2.2375
O -4.5478 -2.2485 -2.1511
O -0.0877 1.9525 -0.6269
H 0.3017 2.6809 -1.1255
Cs -3.3034 0.3685 -1.1224
C 0.6810 1.5638 0.4351
O 1.9769 1.2587 0.1846
C 2.1563 -0.1556 0.3815
H 3.1614 -0.3335 0.7745
H 2.0201 -0.6724 -0.5790
C 1.0457 -0.4804 1.3713
H 1.3621 -0.3595 2.4153
H 0.5892 -1.4630 1.2164
O 0.0648 0.5189 1.0637
```

Computed properties:
HOMO-LUMO gap (spin up / spin down)   0.2141 / 0.2089 hartree
Expectation value of S²   0.75
Strongest force on any atom   1.457 eV Å⁻¹
LUMO (spin up / spin down)   -0.4 / -0.5 eV
Spin multiplicity   2
E_HOMO (spin up / spin down)   -6.2 / -6.2 eV
Net charge   0